Record 1
Here is C40H33N4O2PdSTe as an isolated structure from the Open Molecules 2025 dataset. Energies are from ωB97M-V/def2-TZVPD.

Geometry as XYZ:
```
82
Properties=species:S:1:pos:R:3:lowdin_charge:R:1
Pd 0.1648 0.1672 0.0335 0.776
C -5.1736 -4.0793 -2.1584 -0.068
C -4.1711 -2.9806 -1.9087 -0.280
C -4.4486 -1.6533 -2.2055 0.008
C -3.5235 -0.6445 -2.0010 -0.074
C -3.9842 0.7405 -2.2981 -0.297
O -5.1639 1.0334 -2.1841 0.070
C -3.0276 1.7830 -2.7829 -0.152
C -1.9901 1.4726 -3.6532 -0.028
C -1.1497 2.4661 -4.1233 -0.073
C -1.3295 3.7787 -3.7073 -0.097
C -2.3652 4.0949 -2.8408 -0.088
C -3.2219 3.1013 -2.3913 -0.026
C -2.2318 -0.9101 -1.4254 -0.313
O -1.4532 0.0746 -1.2380 -0.182
C -1.9393 -2.2918 -1.1212 -0.068
C -2.9234 -3.2587 -1.3776 0.006
C -0.6499 -2.7661 -0.5919 -0.203
N 0.2717 -2.0003 -0.1167 -0.010
C 1.5381 -2.5908 0.3258 -0.297
C 2.5512 -2.8388 -0.7871 -0.470
Te 2.9263 -1.2392 -2.1754 1.277
C 1.5497 -2.0418 -3.5695 -0.558
C 1.9204 -3.0775 -4.4249 -0.164
C 0.9826 -3.6604 -5.2677 -0.111
C -0.3337 -3.2149 -5.2559 -0.098
C -0.7054 -2.1784 -4.4104 -0.079
C 0.2355 -1.5826 -3.5766 -0.140
C -0.4407 -4.2563 -0.6328 -0.208
C -0.6115 -5.0192 0.5200 -0.043
C -0.4291 -6.3940 0.4855 -0.083
C -0.0743 -7.0185 -0.7035 -0.099
C 0.0912 -6.2623 -1.8552 -0.070
C -0.0966 -4.8868 -1.8222 -0.023
H -6.1350 -3.6629 -2.4622 0.067
H -5.3430 -4.6819 -1.2625 0.070
H -4.8451 -4.7600 -2.9489 0.071
H -5.4179 -1.3716 -2.6029 0.118
H -1.8361 0.4434 -3.9492 0.094
H -0.3367 2.2124 -4.7922 0.100
H -0.6523 4.5521 -4.0481 0.094
H -2.4981 5.1160 -2.5052 0.096
H -4.0361 3.3314 -1.7168 0.114
H -2.7024 -4.2935 -1.1473 0.115
H 1.3784 -3.5446 0.8348 0.104
H 1.9687 -1.9093 1.0554 0.078
H 2.2462 -3.6689 -1.4235 0.031
H 3.5123 -3.0995 -0.3421 0.039
H 2.9443 -3.4322 -4.4244 0.085
H 1.2786 -4.4675 -5.9275 0.095
H -1.0707 -3.6798 -5.8996 0.099
H -1.7371 -1.8473 -4.3775 0.103
H -0.0554 -0.7833 -2.9017 0.073
H -0.8896 -4.5226 1.4431 0.121
H -0.5655 -6.9789 1.3871 0.098
H 0.0687 -8.0918 -0.7320 0.094
H 0.3628 -6.7436 -2.7870 0.101
H 0.0140 -4.2967 -2.7259 0.098
N 2.8897 0.1076 3.2262 0.157
C 3.6281 0.8227 2.3130 -0.195
C 4.9303 1.3073 2.3299 -0.045
C 5.3504 2.0014 1.2029 -0.117
C 4.5122 2.1886 0.1021 -0.101
C 3.2154 1.6886 0.0773 -0.075
C 2.7752 1.0160 1.2154 -0.228
N 1.5407 0.4364 1.4867 0.005
C 1.6357 -0.1139 2.6867 -0.270
C 0.6204 -0.8381 3.4155 -0.326
C 0.7765 -1.3871 4.6669 -0.384
S -0.6650 -2.1830 5.1459 0.961
C -1.3790 -1.7233 3.6451 -0.473
N -0.6203 -1.0455 2.8577 0.049
H 3.1998 -0.2102 4.1244 0.141
H 5.5880 1.1555 3.1770 0.096
H 6.3601 2.3933 1.1741 0.091
H 4.8883 2.7226 -0.7618 0.095
H 2.5334 1.8074 -0.7561 0.047
H 1.6205 -1.3279 5.3353 0.054
H -2.3970 -1.9927 3.3974 0.076
C 0.0752 2.0861 -0.0065 -0.236
H -0.8940 2.5041 -0.2794 -0.105
H 0.6896 2.6803 0.6685 -0.113
```

Its spin multiplicity is 1. As for the charge: -1. For the highest occupied orbital energy (alpha / beta), the calculation gives -1.340 / -1.338 eV.

Record 2
Here is C40H33N5O8SV as an isolated structure from the Open Molecules 2025 dataset. Energies are from ωB97M-V/def2-TZVPD.

Geometry as XYZ:
```
88
Properties=species:S:1:pos:R:3:mulliken_spin:R:1
V -0.6073 0.2458 -0.5434 1.984
C -5.2086 -1.7249 0.1680 0.002
C -4.0597 -0.7173 0.1106 -0.012
O -3.5800 -0.4450 -0.9912 0.007
C -3.6656 -0.1575 1.3628 0.005
C -2.7889 0.9060 1.5501 0.023
C -2.8953 1.6836 2.8367 -0.029
N -1.8666 1.2961 0.6555 0.019
N -1.4037 2.6004 0.9168 0.008
C -0.3917 2.8911 0.1813 0.009
O 0.1477 2.0493 -0.6681 -0.047
C 0.2298 4.2337 0.3024 -0.005
C 1.0429 4.7032 -0.7254 0.002
C 1.6227 5.9613 -0.6441 0.000
C 1.4029 6.7532 0.4752 0.000
C 0.6082 6.2768 1.5105 0.000
C 0.0226 5.0242 1.4286 -0.011
H -5.1598 -2.3647 -0.7130 -0.001
H -5.1685 -2.3322 1.0746 0.001
H -6.1629 -1.1917 0.1583 0.000
H -4.2468 -0.4551 2.2271 -0.001
H -3.5138 1.1406 3.5519 -0.002
H -1.9112 1.8871 3.2599 0.023
H -3.3484 2.6559 2.6378 0.001
H 1.2124 4.0651 -1.5832 0.001
H 2.2523 6.3199 -1.4508 0.000
H 1.8663 7.7308 0.5500 0.000
H 0.4688 6.8704 2.4056 0.000
H -0.5578 4.6263 2.2474 0.008
O -0.3694 0.5649 -4.6210 0.008
C -0.2092 0.3505 -3.4290 0.001
O -1.1094 0.1974 -2.5235 -0.002
C 1.1952 0.1811 -2.8707 0.021
C 2.3949 0.4365 -3.5104 -0.012
C 3.5654 0.3038 -2.7705 0.012
C 3.5154 -0.0699 -1.4311 -0.011
C 2.2704 -0.3082 -0.8794 0.020
N 1.1722 -0.1946 -1.6043 -0.032
C 1.9555 -0.5932 0.5793 -0.012
O 2.8492 -0.9204 1.3463 0.007
O 0.7043 -0.4562 0.8404 -0.020
H 2.3892 0.7541 -4.5435 0.000
H 4.5212 0.5196 -3.2328 0.001
H 4.3976 -0.1510 -0.8121 0.000
C 1.8772 -4.4235 3.2753 0.002
O 1.6489 -3.1064 3.7025 0.000
C 0.3584 -2.7598 4.0082 -0.016
C -0.6745 -3.6635 4.1473 0.002
C -1.9745 -3.2145 4.4133 0.036
C -2.2058 -1.8567 4.5179 -0.027
C -1.1665 -0.9415 4.3847 0.012
C 0.1429 -1.3668 4.1493 0.013
N 1.2135 -0.5269 3.9900 0.056
C 1.1748 0.8748 4.0008 0.363
C 0.6359 1.6883 4.9870 -0.028
C 0.0725 1.2350 6.2091 0.261
C -0.5010 2.1065 7.1185 -0.039
C -0.5238 3.4797 6.8382 0.125
C 0.0586 3.9823 5.6871 0.026
C 0.7100 3.1471 4.7257 0.079
O 1.3225 3.5964 3.7261 0.084
H 1.2456 -4.6766 2.4166 0.000
H 1.6952 -5.1505 4.0754 0.000
H 2.9234 -4.4712 2.9804 0.000
H -0.4891 -4.7228 4.0301 0.000
H -2.7830 -3.9287 4.5085 0.004
H -3.2097 -1.4862 4.6894 0.000
H -1.3596 0.1170 4.4497 0.022
H 1.9334 -0.9042 3.3846 -0.006
H 1.6962 1.3554 3.1833 0.016
H 0.0990 0.1746 6.4355 0.022
H -0.9315 1.7277 8.0393 0.004
H -0.9948 4.1612 7.5419 0.024
H 0.0697 5.0498 5.4899 -0.004
S -1.9836 -3.9246 1.1191 0.004
C -1.4155 -2.3067 0.9171 -0.077
N -1.3634 -1.8627 -0.2960 -0.039
C -1.8259 -2.8286 -1.1982 0.020
C -1.9883 -2.6728 -2.5759 0.000
C -2.4603 -3.7399 -3.3114 0.001
C -2.7934 -4.9571 -2.7041 -0.001
C -2.6704 -5.1130 -1.3394 0.001
C -2.1901 -4.0367 -0.5954 -0.007
H -1.0999 -1.7311 1.7780 0.097
H -1.7893 -1.7124 -3.0251 0.004
H -2.5951 -3.6226 -4.3794 0.000
H -3.1672 -5.7760 -3.3067 0.000
H -2.9480 -6.0405 -0.8539 0.000
```

As for the energy relative to the best compared isomer or geometry (same formula, charge and spin): 53.0 kJ/mol. Its spin multiplicity is 4. As for the charge: -2. For the highest occupied orbital energy (alpha / beta), the calculation gives 0.120 / -1.450 eV.

E
In order: -2707.62252, -3762.19186
Unit: a.u.